Molecular formula: C16H60N26O14
Method: DFT, wB97M-V/def2-TZVPD

Cartesian coordinates (Å):
C (2.202, 1.950, -3.176)
C (3.123, 0.945, -3.857)
C (2.327, -0.194, -4.441)
O (3.886, 1.439, -4.854)
H (1.433, 2.524, -3.694)
H (2.876, 2.624, -2.648)
H (1.654, 1.424, -2.394)
H (3.859, 0.507, -3.182)
H (1.586, -0.664, -3.794)
H (2.945, -1.066, -4.228)
H (2.138, -0.233, -5.513)
H (4.770, 1.661, -4.554)
C (0.581, 0.011, -0.225)
O (1.317, -0.913, -0.545)
N (0.551, 0.501, 0.991)
N (-0.249, 0.577, -0.987)
H (1.161, 0.129, 1.705)
H (-0.106, 1.255, 1.129)
H (-0.336, 0.217, -1.927)
H (-0.630, 1.439, -0.625)
C (3.971, -4.130, -0.442)
O (3.318, -5.123, -0.303)
N (3.751, -2.842, -0.462)
N (5.232, -4.190, -0.161)
H (2.785, -2.561, -0.375)
H (4.470, -2.228, -0.816)
H (5.692, -5.055, 0.084)
H (5.820, -3.458, -0.531)
C (0.063, -5.022, -1.402)
O (-0.779, -5.437, -0.663)
N (0.505, -5.646, -2.475)
N (0.523, -3.774, -1.419)
H (1.343, -5.390, -2.977)
H (0.195, -6.599, -2.601)
H (-0.058, -3.228, -0.799)
H (1.108, -3.487, -2.191)
C (-0.812, 4.269, -0.749)
O (-0.637, 3.576, 0.306)
N (-0.284, 4.030, -1.914)
N (-1.585, 5.303, -0.733)
H (-0.320, 4.681, -2.686)
H (0.332, 3.230, -1.930)
H (-1.624, 5.827, -1.596)
H (-2.118, 5.575, 0.080)
C (-1.161, 0.806, -4.366)
O (-1.025, -0.212, -3.712)
N (-0.583, 1.044, -5.474)
N (-1.841, 1.841, -3.906)
H (-0.761, 1.932, -5.921)
H (-0.126, 0.409, -6.113)
H (-1.749, 2.714, -4.406)
H (-2.340, 1.768, -3.030)
C (-4.349, 0.611, 2.823)
O (-4.343, 0.336, 3.981)
N (-3.425, 1.310, 2.191)
N (-5.237, 0.204, 1.996)
H (-3.604, 1.693, 1.273)
H (-2.604, 1.505, 2.746)
H (-5.312, 0.777, 1.168)
H (-5.897, -0.537, 2.185)
C (-1.638, 3.933, 3.574)
O (-0.494, 3.573, 3.755)
N (-2.188, 4.082, 2.454)
N (-2.406, 4.335, 4.540)
H (-1.544, 3.753, 1.749)
H (-3.188, 4.221, 2.477)
H (-1.990, 4.472, 5.450)
H (-3.412, 4.267, 4.478)
C (-4.162, 1.851, -1.240)
O (-3.021, 1.429, -1.403)
N (-5.042, 1.112, -0.747)
N (-4.550, 3.002, -1.656)
H (-4.822, 0.150, -0.961)
H (-5.978, 1.397, -0.496)
H (-5.479, 3.300, -1.396)
H (-3.836, 3.575, -2.082)
C (2.820, -1.912, 3.048)
O (2.484, -0.814, 2.676)
N (2.301, -2.390, 4.102)
N (3.592, -2.779, 2.566)
H (2.265, -3.398, 4.160)
H (1.683, -1.639, 4.376)
H (3.625, -3.732, 2.898)
H (4.016, -2.576, 1.672)
C (5.650, -0.141, -0.496)
O (5.827, -1.102, -1.184)
N (4.584, 0.264, 0.105)
N (6.555, 0.769, -0.488)
H (4.602, 1.270, 0.201)
H (3.762, -0.305, -0.031)
H (7.320, 0.439, -1.058)
H (6.638, 1.630, 0.034)
C (-0.122, 0.256, 4.834)
O (-0.101, -0.870, 5.147)
N (-1.120, 1.002, 5.116)
N (0.735, 0.892, 4.174)
H (-1.262, 1.929, 4.740)
H (-1.854, 0.657, 5.719)
H (0.521, 1.859, 3.975)
H (1.489, 0.413, 3.703)
C (-1.683, -3.111, 2.445)
O (-2.552, -4.006, 2.438)
N (-0.559, -3.129, 1.785)
N (-1.920, -2.128, 3.311)
H (-0.259, -3.917, 1.227)
H (0.130, -2.401, 1.909)
H (-1.169, -1.489, 3.531)
H (-2.764, -2.225, 3.858)
C (-2.997, -2.292, -0.638)
O (-3.222, -3.427, -0.397)
N (-3.220, -1.196, -0.002)
N (-2.472, -2.022, -1.850)
H (-3.587, -1.266, 0.936)
H (-3.128, -0.322, -0.500)
H (-2.138, -2.851, -2.320)
H (-2.342, -1.048, -2.085)

## Properties
Highest occupied orbital energy = -7.31 eV
Spin multiplicity = 1
E = -84977.947 eV